Density functional theory data (wB97M-V/def2-TZVPD) for C25H38IrN3O3PS2SiTe as an isolated structure.

HOMO-LUMO gap in eV: 4.289
Multiplicity: 1
Charge: -1
Strongest force on any atom in hartree/bohr: 0.018
Total energy in eV: -86125.449
LUMO level in hartree: 0.053
HOMO in eV: -2.85

Each line ends with the Löwdin charge.
Atoms and positions in Å:
Ir -0.54426 -0.14204 -0.43275  0.409
O 0.96358 -3.54037 -2.95331  0.013
C 0.75456 -2.88007 -1.93338  -0.597
O -0.11902 -1.92367 -1.90130  -0.303
C 1.60080 -3.18540 -0.72065  -0.150
C 1.99434 -4.52217 -0.60080  -0.039
C 2.85726 -4.94936 0.38742  -0.105
C 3.38676 -4.00634 1.25658  -0.109
C 3.01526 -2.68397 1.14240  -0.163
C 2.08963 -2.23932 0.18150  -0.585
S 1.74974 -0.51588 0.19296  0.590
H 1.60866 -5.21409 -1.33739  0.110
H 3.13184 -5.99391 0.46616  0.091
H 4.09299 -4.29994 2.02501  0.095
H 3.45234 -1.94767 1.80674  0.081
C 2.99005 4.88494 4.71513  -0.058
C 2.27698 3.56803 4.56285  -0.289
C 2.53029 2.73540 3.47743  -0.042
C 1.85348 1.53627 3.31580  -0.095
C 0.91287 1.15780 4.26406  -0.383
C 0.64318 1.97006 5.35385  -0.070
C 1.32710 3.16800 5.49755  -0.049
S -0.07535 -0.33732 4.08442  0.900
C 1.29441 -1.49337 4.02699  -0.237
O -0.75589 -0.53016 5.39862  -0.544
H 3.73409 5.02153 3.93078  0.069
H 3.49696 4.95204 5.67975  0.075
H 2.28379 5.71553 4.65597  0.079
H 3.25988 3.03434 2.73321  0.112
H 2.03976 0.91864 2.44430  0.039
H -0.09959 1.64731 6.07248  0.101
H 1.11149 3.80744 6.34681  0.111
H 1.88553 -1.38804 4.93523  0.066
H 1.87201 -1.28254 3.12880  0.003
H 0.86187 -2.48967 3.95220  0.059
C 1.10508 2.23459 -4.52743  -0.131
N -0.36769 2.46355 -4.19652  -0.072
C -1.21060 1.65057 -5.18784  -0.121
N -0.83498 0.28626 -5.17650  -0.141
C 0.58019 0.13474 -5.47721  -0.161
N 1.43101 0.85444 -4.53257  -0.140
C 1.39195 0.23472 -3.18967  -0.242
P -0.30996 0.24317 -2.47699  0.634
C -0.66991 2.03486 -2.78583  -0.247
C -1.23205 -0.42017 -3.93920  -0.263
H 1.68312 2.77498 -3.77857  0.141
H 1.26371 2.66927 -5.51740  0.133
H -0.59057 3.45242 -4.31199  0.173
H -1.03260 2.10051 -6.16809  0.134
H -2.24932 1.77582 -4.88382  0.146
H 0.77200 0.52092 -6.48339  0.128
H 0.83520 -0.92276 -5.44030  0.142
H 2.05786 0.76565 -2.50708  0.077
H 1.74842 -0.79114 -3.26909  0.098
H -0.08677 2.65485 -2.10300  0.092
H -1.73502 2.17447 -2.58501  0.039
H -2.29793 -0.30067 -3.75241  0.021
H -1.00334 -1.47882 -4.03297  0.098
Te -3.12102 -0.00193 -0.91317  0.058
C -2.95626 2.43481 2.14093  -0.198
Si -1.68980 2.99425 0.88062  0.344
C -0.68934 4.35980 1.74706  -0.193
C -2.52560 3.87386 -0.56312  -0.223
C -0.40518 1.68655 0.51706  -0.530
H -3.51460 3.29231 2.53051  0.023
H -2.45928 1.94875 2.98573  0.022
H -3.65245 1.72366 1.69813  -0.027
H -1.33072 5.19106 2.05607  0.019
H 0.09135 4.76421 1.09448  0.020
H -0.19910 3.96263 2.64142  0.011
H -3.14833 4.68722 -0.17880  0.023
H -3.16325 3.17188 -1.10360  -0.035
H -1.79172 4.31716 -1.24513  0.007
H -0.11565 1.42850 1.54976  -0.038
H 0.49734 2.19802 0.13738  -0.005

=====

Density functional theory data (wB97M-V/def2-TZVPD) for C25H38N2O3PdS2Se as an isolated structure.

HOMO-LUMO gap in eV: 5.680
Multiplicity: 1
Charge: -2
Strongest force on any atom in hartree/bohr: 0.009
Total energy in eV: -126163.086
LUMO level in hartree: 0.171
HOMO in eV: -1.03

Each line ends with the Löwdin charge.
Atoms and positions in Å:
Pd -0.67917 -1.67520 0.41699  0.529
C -5.42536 -0.91398 -4.22529  -0.131
C -4.80236 -0.98265 -2.83660  -0.257
C -3.29984 -1.22161 -2.88680  -0.259
N -2.74743 -1.25338 -1.56347  -0.084
C -1.36945 -1.06748 -1.37066  -0.955
S -0.17401 -2.31409 -1.76898  0.464
N -0.92448 0.26571 -1.76708  0.071
C -1.62513 1.40932 -1.89594  -0.460
O -2.83582 1.55242 -1.72682  0.008
C -0.82032 2.60863 -2.34665  -0.139
C 0.39222 2.51754 -3.02104  -0.110
C 1.04121 3.66955 -3.44713  -0.108
C 0.48971 4.91467 -3.20308  -0.111
C -0.72063 5.01483 -2.52470  -0.102
C -1.37096 3.86834 -2.10519  -0.040
H -6.50762 -0.77249 -4.17657  0.056
H -5.23283 -1.82970 -4.79067  0.062
H -5.00536 -0.08036 -4.79309  0.068
H -5.27561 -1.78281 -2.25694  0.104
H -4.96493 -0.05101 -2.29221  0.102
H -2.83306 -0.39692 -3.43241  0.114
H -3.08001 -2.14367 -3.45838  0.112
H -3.18904 -1.85659 -0.89144  0.101
H 0.08715 0.35743 -1.72663  0.035
H 0.84880 1.55613 -3.20848  0.088
H 1.99932 3.58507 -3.94316  0.098
H 1.01043 5.81010 -3.52325  0.089
H -1.15192 5.98776 -2.31882  0.088
H -2.32306 3.91797 -1.59345  0.108
C -1.08879 1.79172 1.44230  -0.142
C -2.38402 0.99986 1.49650  -0.366
S -2.10052 -0.73279 1.87363  0.777
O -3.44405 -1.34898 2.03453  -0.503
C -1.37977 -0.65286 3.51494  -0.378
C -2.35270 -0.15232 4.56516  -0.138
H -1.23830 2.73127 0.90702  0.071
H -0.30875 1.24252 0.90972  0.011
H -0.70303 2.02681 2.43628  0.068
H -2.85855 0.95552 0.51323  0.065
H -3.11527 1.38074 2.21386  0.083
H -0.47537 -0.04946 3.42114  0.081
H -1.03309 -1.67538 3.67246  0.074
H -2.59145 0.90588 4.43357  0.061
H -1.92323 -0.27527 5.56150  0.066
H -3.28201 -0.72039 4.51166  0.064
C 1.96873 -3.70466 3.33137  -0.075
C 1.65432 -2.74110 2.17195  -0.779
C 2.31712 -1.38328 2.46143  -0.052
C 2.25878 -3.32222 0.88702  -0.081
O 0.27672 -2.60145 2.09863  -0.384
H 3.04582 -3.83952 3.47725  0.064
H 1.51176 -4.67674 3.12687  0.067
H 1.53396 -3.31183 4.25477  0.064
H 3.40989 -1.44643 2.51650  0.073
H 1.93995 -0.99416 3.41180  0.067
H 2.06617 -0.67851 1.66624  0.052
H 3.33719 -3.48689 0.99119  0.067
H 2.08900 -2.64181 0.05300  0.015
H 1.76864 -4.26965 0.64545  0.074
Se 2.33820 1.75671 -0.50662  0.514
C 3.97407 0.92634 -0.02436  -0.748
C 4.98292 1.63243 0.64354  -0.177
C 6.17343 1.02602 1.01042  -0.142
C 6.40285 -0.31491 0.72533  -0.150
C 5.41076 -1.03158 0.06448  -0.130
C 4.22332 -0.42346 -0.30328  -0.172
H 4.81011 2.67639 0.87800  0.073
H 6.93059 1.60458 1.53184  0.080
H 7.33038 -0.79345 1.01990  0.074
H 5.55879 -2.08383 -0.15723  0.088
H 3.45499 -0.99740 -0.80506  0.081